{"formula": "C17H20BN", "method": "wB97M-V/def2-TZVPD", "total_charge": 0, "smiles": "Cc1c(Cc2ccccc2)c2ccccc2n1C.B", "homo_energy_ev": -7.73, "gap_ha": 0.2708, "symbols": ["C", "C", "C", "C", "C", "C", "C", "C", "C", "C", "C", "C", "C", "C", "C", "C", "N", "C", "H", "H", "H", "H", "H", "H", "H", "H", "H", "H", "H", "H", "H", "H", "H", "H", "H", "B", "H", "H", "H"], "coordinates": [[1.17, -2.64, 6.40], [1.36, -1.19, 6.49], [0.44, -0.15, 6.31], [-1.02, -0.50, 6.40], [-1.93, 0.73, 6.33], [-1.80, 1.71, 7.31], [-2.73, 2.77, 7.37], [-3.80, 2.84, 6.46], [-4.00, 1.80, 5.56], [-3.07, 0.73, 5.50], [1.18, 1.10, 6.42], [0.96, 2.46, 6.16], [2.01, 3.41, 6.22], [3.32, 3.02, 6.48], [3.61, 1.65, 6.64], [2.57, 0.74, 6.62], [2.62, -0.66, 6.64], [3.86, -1.44, 6.69], [0.11, -2.92, 6.42], [1.58, -3.10, 5.48], [1.67, -3.14, 7.25], [-1.25, -1.16, 5.53], [-1.41, -1.39, 7.13], [-0.93, 1.69, 7.99], [-2.56, 3.58, 8.09], [-4.53, 3.66, 6.52], [-4.85, 1.77, 4.90], [-3.22, -0.11, 4.80], [-0.07, 2.74, 5.89], [1.74, 4.47, 6.08], [4.11, 3.74, 6.57], [4.61, 1.25, 6.86], [4.70, -0.77, 6.80], [3.82, -2.13, 7.52], [4.01, -2.01, 5.77], [-1.98, -2.82, 7.64], [-2.89, -2.65, 8.50], [-2.41, -3.43, 6.61], [-1.04, -3.49, 8.18]], "mulliken_charge": [-1.4613, 0.1441, 0.7362, -0.5453, 0.8712, -0.6341, -0.5499, -0.4884, -0.5358, -0.4476, 0.6863, -0.0175, -0.8662, -0.5854, -0.9834, 0.2668, 0.1038, -0.9707, 0.1720, 0.2861, 0.3391, 0.7025, -0.1303, 0.4399, 0.3674, 0.3685, 0.3894, 0.3278, 0.4674, 0.3465, 0.4221, 0.1846, 0.3365, 0.3140, 0.3155, -0.2010, -0.0744, -0.0493, -0.0472]}